Density functional theory data (the ωB97M-V functional and the def2-TZVPD basis) for a 2-piece molecular cluster, C6H13NO overall.

Geometry as XYZ:
```
21
Properties=species:S:1:pos:R:3
C 0.6779 -2.4377 -0.2768
N 0.4925 -1.0506 -0.6560
C 0.1234 -0.7152 -1.9233
C -0.0329 0.7693 -2.1766
O -0.0645 -1.5690 -2.7849
H 0.9734 -2.4840 0.7849
H 1.4688 -2.9104 -0.8830
H -0.2554 -3.0109 -0.4074
H 0.6397 -0.3097 0.0339
H 0.9158 1.3030 -1.9984
H -0.3316 0.9241 -3.2271
H -0.8084 1.2026 -1.5228
C 0.8929 1.5814 1.6432
C -0.1371 0.8120 2.0057
C -1.5443 0.9886 1.5189
H 1.9017 1.4037 2.0331
H 0.7564 2.4140 0.9436
H 0.0437 -0.0116 2.7090
H -1.6053 1.8412 0.8219
H -2.2221 1.1792 2.3680
H -1.8847 0.0801 0.9941
```

Multiplicity: 1
Gap between HOMO and LUMO, eV: 10.340
E_tot, eV: -9970.20764
HOMO level, eV: -9.5
Energy above the lowest of the compared OMol25 structures with the same formula, charge and spin, eV: 0.967
SMILES: CNC(C)=O.C=CC
Net charge: 0